1.
Density functional theory data (the ωB97M-V functional and the def2-TZVPD basis) for the molecule C8H16N4OS at a distorted geometry.

Summary:
Energy relative to the best compared isomer or geometry (same formula, charge and spin)   1.161 eV
E_tot   -1006.67917 Eh
E_LUMO (alpha / beta)   0.10 / -0.78 eV
Kohn-Sham gap (alpha / beta)   8.7 / 6.6 eV
Molar mass   216.310 g mol⁻¹

```
! RIJCOSX wB97M-V def2-TZVPD def2/J DEFGRID3
* xyz 0 1
C 0.78 0.27 -1.67
C -0.82 -0.76 -0.08
C 0.65 -0.67 -0.50
C 3.18 -0.78 0.05
C 1.32 -1.57 1.59
C 1.87 0.95 1.09
C -3.89 1.79 -1.30
C 1.79 -0.47 0.58
N -0.14 1.09 -1.97
N -1.26 0.07 0.88
N -1.30 1.29 -1.37
N -2.45 -0.35 1.37
O -1.50 -1.47 -0.78
S -2.68 0.67 -2.04
H 1.79 0.33 -2.28
H 0.89 -1.70 -0.94
H 3.26 -1.85 -0.27
H 3.94 -0.54 0.69
H 3.41 -0.24 -0.94
H 2.14 -1.65 2.30
H 0.32 -1.51 1.91
H 1.40 -2.52 1.00
H 0.91 1.26 1.40
H 2.01 1.70 0.32
H 2.57 1.06 1.99
H -3.16 2.43 -0.70
H -4.82 1.55 -0.71
H -4.29 2.39 -2.10
H -3.05 0.35 1.58
H -2.85 -1.13 0.90
*
```


2.
Density functional theory data (the ωB97M-V functional and the def2-TZVPD basis) for the ion C8H16NO with charge +1 at a distorted geometry.

Summary:
Energy relative to the best compared isomer or geometry (same formula, charge and spin)   4.375 eV
E_tot   -444.02418 Eh
E_LUMO   -3.98 eV
Structure (SMILES)   CC1=[N+](C(C)(C)C)OCC1
Kohn-Sham gap   10.4 eV
Molar mass   142.222 g mol⁻¹

```
! RIJCOSX wB97M-V def2-TZVPD def2/J DEFGRID3
* xyz 1 1
C 1.64 -1.64 -0.32
C 0.91 -0.77 0.66
N -0.11 -0.02 0.51
C -0.88 0.58 -0.58
C 0.35 1.14 -1.47
C -1.65 -0.53 -1.32
C -1.76 1.72 -0.15
O -0.51 0.52 1.97
C 0.58 0.19 2.71
C 1.29 -0.99 2.06
H 2.25 -0.91 -0.90
H 1.05 -2.09 -1.16
H 2.01 -2.41 0.26
H -0.24 1.68 -2.26
H 0.79 1.83 -0.88
H 0.86 0.27 -1.95
H -1.25 -0.87 -2.19
H -2.64 -0.34 -1.44
H -1.78 -1.35 -0.66
H -2.16 1.48 0.75
H -1.27 2.64 0.12
H -2.39 1.88 -1.09
H 0.35 -0.04 3.80
H 1.13 1.09 2.61
H 0.97 -2.02 2.57
H 2.39 -1.10 2.20
*
```


3.
Density functional theory data (the ωB97M-V functional and the def2-TZVPD basis) for a structure of composition C8H16NOPt at a distorted geometry.

Summary:
Energy relative to the best compared isomer or geometry (same formula, charge and spin)   0.000 eV
E_tot   -563.11447 Eh
E_LUMO   -5.96 eV
Kohn-Sham gap   4.0 eV
Molar mass   337.300 g mol⁻¹

```
! RIJCOSX wB97M-V def2-TZVPD def2/J DEFGRID3
* xyz 1 1
C 4.02 0.17 -0.19
C 2.54 0.42 -0.46
C 1.67 -0.39 0.51
C 0.23 0.11 0.41
N -0.74 -0.99 0.79
C -1.92 -1.23 0.25
C -3.25 -0.70 0.70
C -3.41 0.76 0.31
C -3.75 1.03 -1.21
O -2.37 1.20 -0.44
H 4.27 -0.86 -0.43
H 4.29 0.40 0.83
H 4.60 0.80 -0.93
H 2.29 0.13 -1.48
H 2.33 1.48 -0.29
H 2.03 -0.23 1.53
H 1.73 -1.46 0.29
H 0.11 0.93 1.11
H 0.01 0.47 -0.59
H -0.24 -1.87 0.89
H -1.98 -2.32 0.13
H -3.24 -0.76 1.79
H -4.07 -1.27 0.29
H -3.91 1.41 1.02
H -3.35 1.10 -2.22
H -3.96 -0.07 -1.34
Pt 6.06 1.75 -1.29
*
```


4.
Density functional theory data (the ωB97M-V functional and the def2-TZVPD basis) for a cluster of 2 separate species, C8H16O in total at a distorted geometry.

Summary:
Energy relative to the best compared isomer or geometry (same formula, charge and spin)   0.000 eV
E_tot   -389.55863 Eh
E_LUMO (alpha / beta)   3.71 / 3.60 eV
Kohn-Sham gap (alpha / beta)   3.4 / 6.4 eV
Molar mass   128.215 g mol⁻¹
<S²>   0.765

```
! RIJCOSX wB97M-V def2-TZVPD def2/J DEFGRID3
* xyz -1 2
C -2.06 1.75 1.70
C -0.74 2.30 1.25
C -0.31 1.82 -0.14
C 0.33 0.47 -0.06
C 0.03 -0.70 -0.76
C 0.85 -1.91 -0.72
C 1.76 -2.16 0.26
C 2.66 -3.36 0.31
H -2.05 0.66 1.89
H -2.49 2.19 2.59
H -2.82 1.99 0.94
H -0.76 3.39 1.40
H 0.00 1.90 1.96
H -1.11 1.94 -0.87
H 0.48 2.53 -0.52
H 1.19 0.47 0.61
H -0.86 -0.71 -1.39
H 0.59 -2.40 -1.65
H 1.93 -1.41 1.03
H 2.84 -3.92 -0.61
H 2.28 -4.09 1.04
H 3.72 -3.07 0.53
H -1.89 1.23 -3.64
H -1.53 0.50 -2.18
O -2.06 0.57 -2.98
*
```


5.
Density functional theory data (the ωB97M-V functional and the def2-TZVPD basis) for a cluster of 2 separate species, C8H16O2 in total at a distorted geometry.

Summary:
Energy relative to the best compared isomer or geometry (same formula, charge and spin)   2.534 eV
E_tot   -464.83659 Eh
E_LUMO   0.80 eV
Structure (SMILES)   C=C(C)C(C)(C)C=O.CO
Kohn-Sham gap   10.1 eV
Molar mass   144.214 g mol⁻¹

```
! RIJCOSX wB97M-V def2-TZVPD def2/J DEFGRID3
* xyz 0 1
C -1.97 -1.96 1.16
C -1.43 -1.29 0.15
C -1.91 -1.49 -1.26
C -0.40 -0.03 0.40
C -0.62 1.10 -0.59
C -0.30 0.45 1.83
C 0.67 -1.01 0.03
O 1.20 -1.09 -1.08
H -1.66 -1.84 2.18
H -2.78 -2.64 0.99
H -1.07 -1.63 -1.93
H -2.48 -0.63 -1.62
H -2.56 -2.36 -1.32
H -0.41 0.78 -1.60
H -1.66 1.44 -0.52
H 0.01 1.94 -0.33
H 0.56 1.11 1.90
H -0.13 -0.37 2.53
H -1.20 0.99 2.11
H 1.09 -1.54 0.90
C 2.87 2.01 -0.80
O 2.60 1.08 0.22
H 3.93 2.01 -1.08
H 2.60 2.99 -0.43
H 2.28 1.79 -1.70
H 2.76 0.18 -0.13
*
```


6.
Density functional theory data (the ωB97M-V functional and the def2-TZVPD basis) for the molecule C8H16O6S at a distorted geometry.

Summary:
Energy relative to the best compared isomer or geometry (same formula, charge and spin)   1.416 eV
E_tot   -1163.96087 Eh
E_LUMO   0.14 eV
Structure (SMILES)   O=S1(=O)C[C@@H](COCOCCO)CCO1
Kohn-Sham gap   10.3 eV
Molar mass   240.277 g mol⁻¹

```
! RIJCOSX wB97M-V def2-TZVPD def2/J DEFGRID3
* xyz 0 1
O -3.79 -1.53 -0.45
S -2.45 -1.88 -0.98
O -2.03 -3.20 -0.45
C -1.32 -0.55 -0.46
C 0.14 -0.94 -0.95
C 1.01 -1.57 0.16
O 1.87 -0.66 0.82
C 1.15 0.28 1.54
O 2.04 1.24 2.06
C 1.31 2.22 2.79
C 0.63 3.28 1.90
O 1.50 3.83 0.92
C 0.05 -1.78 -2.27
C -1.19 -1.27 -3.07
O -2.43 -1.86 -2.63
H -1.57 0.40 -0.95
H -1.37 -0.47 0.63
H 0.61 0.02 -1.23
H 1.67 -2.31 -0.32
H 0.39 -2.17 0.87
H 0.38 0.82 0.95
H 0.64 -0.20 2.41
H 2.03 2.74 3.44
H 0.60 1.68 3.44
H -0.21 2.80 1.36
H 0.18 4.09 2.49
H 1.48 3.21 0.20
H 0.04 -2.87 -2.11
H 0.94 -1.55 -2.88
H -1.22 -0.17 -3.10
H -1.06 -1.61 -4.11
*
```


7.
Density functional theory data (the ωB97M-V functional and the def2-TZVPD basis) for the molecule C8H16OS at a distorted geometry.

Summary:
Energy relative to the best compared isomer or geometry (same formula, charge and spin)   4.428 eV
E_tot   -787.68979 Eh
E_LUMO (alpha / beta)   0.46 / 0.46 eV
Kohn-Sham gap (alpha / beta)   8.3 / 8.3 eV
Molar mass   160.282 g mol⁻¹

```
! RIJCOSX wB97M-V def2-TZVPD def2/J DEFGRID3
* xyz 0 1
C 1.85 0.04 -0.52
C 0.58 0.88 0.00
C 1.65 -1.08 -1.46
C 3.24 0.31 -0.06
C 0.71 2.18 0.68
C -2.75 -1.55 -0.46
C -2.05 -0.23 1.62
C -1.65 -0.84 0.30
O -1.81 1.66 -0.76
S -0.91 0.52 -0.97
H 1.94 -1.95 -1.01
H 0.60 -1.32 -1.96
H 2.35 -1.08 -2.39
H 3.31 0.93 0.86
H 3.87 0.96 -0.78
H 3.78 -0.67 -0.16
H 1.07 2.06 1.69
H 1.26 3.01 0.25
H -0.35 2.71 0.86
H -3.22 -2.25 0.18
H -3.61 -0.87 -0.76
H -2.34 -2.04 -1.34
H -2.18 0.88 1.30
H -1.49 -0.17 2.50
H -3.11 -0.54 1.91
H -0.73 -1.54 0.49
*
```


8.
Density functional theory data (the ωB97M-V functional and the def2-TZVPD basis) for the molecule C8H17BN2 at a distorted geometry.

Summary:
Energy relative to the best compared isomer or geometry (same formula, charge and spin)   3.233 eV
E_tot   -449.25578 Eh
E_LUMO (alpha / beta)   0.19 / -0.77 eV
Kohn-Sham gap (alpha / beta)   8.2 / 6.9 eV
Molar mass   152.050 g mol⁻¹

```
! RIJCOSX wB97M-V def2-TZVPD def2/J DEFGRID3
* xyz 0 1
B 1.35 0.98 -1.17
C -0.70 -1.85 1.25
C -1.77 -1.63 0.29
C -0.24 -0.59 1.98
C -1.29 -0.65 -0.77
C -0.37 0.66 1.12
C -0.96 0.76 -0.21
C 2.90 -0.75 0.11
C -0.41 2.69 -1.65
N 1.92 0.20 -0.24
N 0.00 1.53 -1.07
H 1.80 1.16 -2.32
H -0.92 -2.64 1.97
H 0.21 -2.16 0.81
H -2.14 -2.51 -0.13
H -2.54 -0.96 0.81
H -0.83 -0.46 3.01
H 0.74 -0.78 2.46
H -0.39 -1.00 -1.21
H -1.99 -0.61 -1.66
H -0.05 1.51 1.73
H -1.95 1.30 -0.38
H 2.67 -1.70 -0.43
H 3.94 -0.66 -0.17
H 2.79 -1.02 1.19
H -0.85 2.59 -2.66
H -1.29 3.07 -1.03
H 0.38 3.51 -1.64
*
```


9.
Density functional theory data (the ωB97M-V functional and the def2-TZVPD basis) for a structure of composition C8H17Cl6N2O3Y at a distorted geometry.

Summary:
E_tot   -3449.10833 Eh
E_LUMO   -10.23 eV
Kohn-Sham gap   3.8 eV
Molar mass   490.859 g mol⁻¹

```
! RIJCOSX wB97M-V def2-TZVPD def2/J DEFGRID3
* xyz 2 1
Y -2.14 -2.09 -1.16
O -2.12 -0.44 0.18
H -2.16 0.28 0.82
C 0.99 -0.90 -2.37
O -0.13 -1.22 -1.89
N 1.89 -1.76 -2.78
C 3.25 -1.35 -3.14
C 1.66 -3.20 -2.68
H 1.32 0.14 -2.42
H 3.99 -1.96 -2.62
H 3.38 -0.28 -2.99
H 3.42 -1.59 -4.19
H 2.31 -3.68 -3.41
H 1.92 -3.55 -1.68
H 0.65 -3.51 -2.96
C 2.80 1.40 1.92
O 3.41 0.71 2.71
N 1.61 1.08 1.38
C 0.93 2.00 0.48
C 0.84 -0.07 1.77
H 3.20 2.38 1.63
H 0.92 1.56 -0.53
H 1.42 2.96 0.38
H -0.11 2.15 0.76
H -0.07 0.27 2.27
H 0.52 -0.68 0.91
H 1.40 -0.75 2.40
C -3.26 -0.45 4.23
Cl -3.73 -2.12 3.84
Cl -1.68 -0.35 5.00
Cl -4.49 0.32 5.26
H -3.23 0.14 3.32
C -3.73 2.83 -0.86
Cl -4.43 3.50 0.60
Cl -2.15 3.53 -1.28
Cl -4.79 2.95 -2.24
H -3.61 1.76 -0.69
*
```